16
Properties=species:S:1:pos:R:3:forces:R:3:lowdin_charge:R:1 method="wB97M-V/def2-TZVPD" smiles=CC1(C)C[C@H]1O lumo_ev=0.890 fmax_ev_per_a=1.0 e_above_lowest_ev=1.6154 total_charge=0 gap_ev=10.36 energy_ev=-7393.1499 e_homo_ev=-9.4681
C -0.32415 -1.09489 -0.91903 -0.23 -0.19 -0.06 -0.05
C -0.27080 -0.04149 0.16995 0.17 0.02 -0.29 -0.45
C -1.58063 0.52675 0.75653 0.23 0.04 -0.22 -0.04
C 0.92399 -0.16358 1.07583 0.19 0.03 -0.03 -0.05
C 1.02680 0.73178 -0.13326 0.16 0.40 0.15 -0.28
O 1.90161 0.31321 -1.18693 -0.04 0.49 0.35 -0.07
H -1.08634 -0.81988 -1.65266 -0.13 -0.24 0.07 0.08
H 0.65139 -1.03007 -1.42162 -0.74 -0.71 0.04 0.07
H -0.45496 -2.11994 -0.57081 -0.32 0.03 0.06 0.08
H -1.41976 1.29389 1.52914 0.24 -0.16 -0.31 0.08
H -2.17249 -0.26011 1.25681 0.41 0.05 -0.27 0.08
H -2.24281 0.96632 0.00071 0.23 -0.07 -0.04 0.07
H 0.88693 0.33946 2.04337 -0.06 -0.09 -0.28 0.11
H 1.43105 -1.12629 1.11054 0.14 0.27 -0.22 0.12
H 1.08661 1.80326 -0.00718 -0.14 0.11 0.37 0.14
H 1.64355 0.68157 -2.05140 -0.10 0.03 0.69 0.11